Run w
Formula: C8H10ClNO2
Source: the Open Molecules 2025 dataset
Level of theory: the ωB97M-V functional and the def2-TZVPD basis

Properties
HOMO-LUMO gap: 0.311 Eh
highest occupied orbital energy: -8.982 eV

Atoms and positions in Å:
C (1.31164, 1.55240, 1.01091)
C (0.12778, 0.61515, 1.22061)
C (0.27604, -0.67082, 1.51640)
C (-0.77727, -1.67795, 1.26982)
C (-1.11502, -2.09082, 0.06918)
C (-0.45384, -1.47797, -1.05643)
C (-0.21275, -0.14032, -1.25121)
C (0.63110, 0.30077, -2.40468)
Cl (-0.03277, 1.89598, -2.97076)
N (-1.20409, 1.22414, 1.25524)
O (-2.10812, 0.44923, 1.53724)
O (-1.25921, 2.43225, 1.14220)
H (2.13976, 0.87978, 0.89205)
H (1.32853, 2.14002, 1.92135)
H (1.02454, 2.20725, 0.11463)
H (1.28652, -1.12469, 1.76513)
H (-1.17589, -2.20619, 2.06435)
H (-1.66608, -2.96157, -0.13322)
H (0.13748, -2.08129, -1.76914)
H (-0.77889, 0.63177, -0.90214)
H (0.75353, -0.41913, -3.25576)
H (1.76702, 0.52200, -2.03578)

***

Run x
Formula: C8H10ClNO2
Source: the Open Molecules 2025 dataset
Level of theory: the ωB97M-V functional and the def2-TZVPD basis

Properties
HOMO-LUMO gap (alpha / beta): 0.285 / 0.285 Eh
highest occupied orbital energy (alpha / beta): -8.443 / -8.445 eV

Atoms and positions in Å:
C (0.44015, -1.60178, -1.43780)
C (0.19049, -0.29625, -0.81485)
N (0.88283, 0.65517, -1.46366)
O (1.45514, 0.40527, -2.52743)
C (0.96181, 2.10138, -1.05240)
O (1.76603, 2.80887, -1.60301)
C (0.27043, 2.30199, 0.18695)
C (-0.47967, 1.38410, 0.88360)
Cl (-1.15071, 1.76548, 2.40433)
C (-0.49235, -0.06014, 0.54060)
C (-1.88808, -0.77350, 0.73828)
C (0.47782, -0.85282, 1.48232)
H (-0.14021, -2.42899, -0.98102)
H (1.62396, -1.64735, -1.59687)
H (0.25693, -1.54899, -2.59860)
H (0.14070, 3.36230, 0.37483)
H (-1.59382, -1.84350, 0.56663)
H (-2.54878, -0.27951, 0.00811)
H (-2.17688, -0.61999, 1.78272)
H (1.36949, -0.11414, 1.70840)
H (0.90729, -1.69823, 1.08934)
H (-0.27257, -1.01937, 2.30954)

***

It is run w that is the least stable of them.

***

Run w
Formula: C5H14NO
Source: the Open Molecules 2025 dataset
Level of theory: the ωB97M-V functional and the def2-TZVPD basis

Properties
2S+1: 2
charge: +2
HOMO-LUMO gap (alpha / beta): 0.394 / 0.107 Eh
highest occupied orbital energy (alpha / beta): -18.024 / -18.023 eV

Atoms and positions in Å:
C (-0.55556, 0.29713, -2.03692)
C (0.24369, -0.58026, -1.08960)
N (0.65591, 0.20152, 0.12834)
C (-0.46621, 0.00058, 1.17006)
C (-0.72160, -1.49955, 0.96966)
C (-0.63682, -1.69866, -0.56007)
H (-1.63986, 0.07576, -2.10854)
H (-0.21637, 0.05939, -3.05724)
H (-0.47195, 1.41428, -2.09983)
H (1.14494, -1.15209, -1.50986)
H (0.76614, 1.21335, -0.02882)
H (1.55556, -0.29867, 0.32121)
H (-0.22722, 0.38097, 2.18230)
H (-1.40655, 0.52449, 0.89872)
H (-0.05387, -2.22141, 1.43043)
H (-1.75712, -1.75075, 1.32805)
H (-1.65532, -1.83027, -1.06177)
H (-0.26130, -2.64009, -1.09246)
H (2.20614, 2.90808, 2.73225)
H (1.49929, 3.71044, 1.69954)
O (1.99809, 2.88576, 1.78454)

***

Run x
Formula: C5H14NO
Source: the Open Molecules 2025 dataset
Level of theory: the ωB97M-V functional and the def2-TZVPD basis

Properties
2S+1: 2
charge: +2
HOMO-LUMO gap (alpha / beta): 0.368 / 0.223 Eh
highest occupied orbital energy (alpha / beta): -18.841 / -18.841 eV

Atoms and positions in Å:
C (-0.26000, -0.85300, -0.45237)
C (1.04807, -0.29653, -1.08546)
C (1.38577, 1.18910, -0.57421)
C (2.40008, 0.36667, 1.68813)
C (1.86952, 1.27881, 0.80220)
N (-1.45722, 0.09340, -0.69874)
H (-0.19171, -0.94552, 0.65800)
H (-0.65063, -1.82960, -0.79283)
H (1.88850, -0.95664, -0.91867)
H (1.04060, -0.20035, -2.16698)
H (0.46780, 1.88073, -0.69470)
H (1.94414, 1.76893, -1.34207)
H (2.26433, -0.69658, 1.64572)
H (2.67247, 0.80613, 2.65878)
H (2.15027, 2.33025, 1.04057)
H (-1.67811, 0.11383, -1.69958)
H (-2.22946, -0.30298, -0.14806)
H (-1.11177, 1.00899, -0.44244)
H (-3.96400, -2.30888, 0.66347)
H (-4.13909, -0.96176, 1.15048)
O (-3.44959, -1.48501, 0.70875)

***

It is run w that is the least stable of them.

***

Run w
Formula: C11H23BiBrNO2P2
Source: the Open Molecules 2025 dataset
Level of theory: the ωB97M-V functional and the def2-TZVPD basis

Properties
charge: +2
HOMO-LUMO gap (alpha / beta): 0.171 / 0.113 Eh
highest occupied orbital energy (alpha / beta): -14.049 / -13.174 eV

Atoms and positions in Å:
Bi (0.02892, 0.51024, 0.45147)
P (2.24286, -0.80388, 0.40210)
C (2.23280, -1.13274, -1.37642)
C (1.01820, -1.33112, -2.09647)
N (-0.14775, -0.67556, -1.66839)
C (-1.35431, -1.06736, -2.10170)
C (-1.43823, -2.05514, -3.06554)
C (-0.31522, -2.43074, -3.82528)
C (0.92398, -1.91347, -3.40957)
C (-2.60264, -0.58833, -1.40537)
P (-2.50050, 1.02384, -0.62198)
H (1.82446, -2.10256, -3.98237)
H (-2.42014, -2.44128, -3.27888)
H (-0.40064, -3.14472, -4.64921)
H (-3.33750, -0.50410, -2.19956)
H (-2.87239, -1.32605, -0.63878)
H (3.62786, 2.90207, -3.97977)
H (3.10717, -0.88248, -1.95421)
H (-0.13480, 3.14528, -2.71955)
O (3.33845, 2.84208, -3.05577)
H (3.96044, 2.32172, -2.57584)
H (-0.12314, 1.73740, -0.74554)
O (-0.00930, 3.27876, -1.79243)
H (0.83823, 3.63591, -1.43791)
C (-2.80639, 2.15259, -2.04532)
H (-3.78854, 1.89476, -2.46504)
H (-2.76640, 3.21635, -1.73862)
H (-2.03818, 2.02665, -2.82288)
C (-4.09805, 1.13875, 0.27043)
H (-4.07919, 1.95867, 1.00727)
H (-4.93350, 1.30235, -0.43234)
H (-4.28259, 0.21382, 0.83512)
C (2.13643, -2.47004, 1.13055)
H (3.11842, -2.97060, 1.05620)
H (1.78622, -2.32894, 2.16504)
H (1.38752, -3.04110, 0.56576)
C (3.82970, 0.02359, 0.84521)
H (3.71703, 0.33885, 1.89780)
H (4.72654, -0.62067, 0.75020)
H (3.99508, 0.94219, 0.25275)
Br (-1.31080, -1.27418, 1.81712)

***

Run x
Formula: C11H23BiBrNO2P2
Source: the Open Molecules 2025 dataset
Level of theory: the ωB97M-V functional and the def2-TZVPD basis

Properties
charge: +2
HOMO-LUMO gap: 0.308 Eh
highest occupied orbital energy: -15.674 eV

Atoms and positions in Å:
Bi (0.37169, 1.17082, -0.27464)
P (2.12729, -0.90335, 0.23820)
C (2.38294, -1.30057, -1.53903)
C (1.08900, -1.59374, -2.28000)
N (-0.04321, -0.99400, -1.82604)
C (-1.24297, -1.34758, -2.35723)
C (-1.32238, -2.20637, -3.45697)
C (-0.16145, -2.74288, -3.98855)
C (1.04983, -2.45798, -3.37557)
C (-2.50641, -0.74122, -1.78107)
P (-2.22948, 0.75261, -0.76569)
H (1.96466, -2.90865, -3.75500)
H (-2.28285, -2.45921, -3.90766)
H (-0.20069, -3.39178, -4.85590)
H (-3.20794, -0.45050, -2.58735)
H (-3.00935, -1.44029, -1.07915)
H (2.88962, -0.40291, -1.96202)
H (3.06755, -2.17071, -1.53864)
H (1.33262, 4.02796, -2.19559)
O (1.66686, 3.16399, -2.52800)
H (2.31819, 3.39516, -3.22181)
H (-0.73695, 4.65412, 0.10850)
O (-0.83705, 4.76973, -0.87161)
H (-1.25626, 5.64466, -1.01978)
C (-2.41333, 2.02034, -2.03915)
H (-3.42821, 1.90026, -2.45987)
H (-2.27740, 3.03194, -1.62272)
H (-1.67158, 1.80717, -2.82808)
C (-3.70175, 0.87408, 0.26538)
H (-3.59816, 1.76208, 0.90543)
H (-4.62314, 0.97201, -0.33708)
H (-3.76236, -0.05223, 0.86094)
C (2.10054, -2.57082, 0.94989)
H (3.02986, -3.11116, 0.68271)
H (2.04264, -2.46682, 2.04613)
H (1.23424, -3.11376, 0.53662)
C (3.78629, -0.31517, 0.66936)
H (3.77714, -0.07074, 1.74217)
H (4.56317, -1.08565, 0.48889)
H (4.00389, 0.56676, 0.04504)
Br (-0.20499, 1.28520, 2.27721)

***

It is run w that is the least stable of them.

***

Run w
Formula: C11H10N2
Source: the Open Molecules 2025 dataset
Level of theory: the ωB97M-V functional and the def2-TZVPD basis

Properties
HOMO-LUMO gap: 0.348 Eh
highest occupied orbital energy: -9.069 eV

Atoms and positions in Å:
C (-3.08038, -1.81352, 0.21956)
C (-2.19872, -0.61041, 0.02299)
C (-2.86897, 0.71113, -0.24732)
C (-2.01704, 1.71754, -0.32149)
C (-0.63601, 1.56385, -0.25434)
C (-0.05712, 0.30627, -0.13471)
C (1.25868, 0.11548, -0.03614)
C (2.08372, 0.25643, 1.10317)
C (3.39305, 0.00087, 0.94334)
C (4.00174, -0.30551, -0.08270)
C (2.05420, -0.26736, -1.21188)
H (-3.53456, -2.07545, -0.67224)
H (-2.50474, -3.10985, 0.14440)
H (-3.69166, -1.65599, 1.15292)
H (-3.78361, 0.84711, -0.20196)
H (-2.46149, 2.74537, -0.42434)
H (-0.09920, 2.31507, -0.38128)
H (1.37781, 1.02244, 2.18613)
H (4.12822, 0.28606, 1.89646)
H (5.26900, -0.34240, -0.03262)
H (1.13542, -0.49738, -2.33018)
N (-0.96750, -0.69171, 0.01135)
N (3.19918, -0.51805, -1.34909)

***

Run x
Formula: C11H10N2
Source: the Open Molecules 2025 dataset
Level of theory: the ωB97M-V functional and the def2-TZVPD basis

Properties
HOMO-LUMO gap (alpha / beta): 0.264 / 0.237 Eh
highest occupied orbital energy (alpha / beta): -7.801 / -7.100 eV

Atoms and positions in Å:
C (-2.60274, 0.90123, -0.66132)
C (-3.10023, -0.40452, -0.72123)
C (-1.30006, 1.20260, -0.21221)
C (-2.23359, -1.42424, -0.28509)
C (-0.49143, 0.21045, 0.22563)
C (-0.86740, -1.08165, 0.14912)
C (2.57918, 0.94850, -0.90913)
C (1.84071, 1.41863, 0.31488)
C (0.88418, 0.31781, 0.87585)
C (0.16037, -1.90589, 0.60122)
C (1.30765, -1.13289, 0.74976)
N (2.65840, -0.38104, -1.04250)
N (2.05825, -1.34388, -0.68319)
H (-3.20247, 1.72360, -1.08501)
H (-4.09109, -0.58284, -1.10491)
H (-1.01977, 2.26473, -0.03056)
H (-2.53278, -2.45359, -0.16207)
H (3.17351, 1.49509, -1.65361)
H (2.58770, 1.47352, 1.10589)
H (1.34772, 2.42715, 0.23577)
H (0.84880, 0.58100, 1.94563)
H (0.15427, -2.93519, 0.67391)
H (1.84083, -1.31855, 1.67317)

***

It is run w that is the least stable of them.

***

Run w
Formula: C9H13O
Source: the Open Molecules 2025 dataset
Level of theory: the ωB97M-V functional and the def2-TZVPD basis

Properties
charge: +1
HOMO-LUMO gap: 0.403 Eh
highest occupied orbital energy: -13.577 eV

Atoms and positions in Å:
C (-0.13584, 2.10649, -2.53966)
C (0.25359, 2.52414, -1.27786)
C (-0.55733, 0.80284, -2.74728)
C (0.21616, 1.64848, -0.20324)
C (-0.59655, -0.08635, -1.68697)
C (-0.21476, 0.35381, -0.42986)
C (1.03655, -2.53936, 1.53469)
C (-1.32002, -0.26548, 1.60641)
C (1.07338, -1.06692, 1.27906)
O (-0.33235, -0.61048, 0.62728)
H (-0.10732, 2.80432, -3.36322)
H (0.58408, 3.53791, -1.11715)
H (-0.86175, 0.47415, -3.72835)
H (0.51680, 1.97882, 0.77939)
H (-0.92394, -1.10537, -1.82173)
H (1.04162, -3.11248, 0.61165)
H (0.17662, -2.82630, 2.13565)
H (1.92482, -2.79564, 2.10512)
H (-1.42462, -1.10343, 2.29543)
H (-1.06625, 0.64498, 2.15198)
H (-2.26262, -0.11875, 1.07554)
H (1.17501, -0.46927, 2.18453)
H (1.80473, -0.77611, 0.52861)

***

Run x
Formula: C9H13O
Source: the Open Molecules 2025 dataset
Level of theory: the ωB97M-V functional and the def2-TZVPD basis

Properties
charge: +1
HOMO-LUMO gap (alpha / beta): 0.282 / 0.318 Eh
highest occupied orbital energy (alpha / beta): -12.315 / -12.998 eV

Atoms and positions in Å:
C (-0.03768, 0.06933, 1.99738)
C (-1.06853, 1.03684, 0.75005)
C (-2.39974, 0.62391, 0.34702)
C (1.02524, -0.94573, -1.14096)
C (-0.45683, -0.87424, -0.71833)
C (0.68375, -1.36796, 0.25873)
C (-1.05765, 0.43378, -0.56273)
C (-1.25395, 1.13490, -1.85574)
C (2.33927, 0.05160, 1.54718)
O (1.04729, -0.43563, 1.35027)
H (0.10586, 0.55854, 2.99671)
H (-2.87203, -0.28045, 0.70526)
H (-3.05875, 1.32951, -0.06832)
H (1.18952, -1.66241, -1.97392)
H (1.59920, 0.02001, -1.36697)
H (-1.08344, -1.62831, -1.08059)
H (0.84512, -2.41280, 0.59832)
H (-0.33308, 1.12335, -2.38060)
H (-1.59844, 2.11757, -1.53507)
H (-2.04495, 0.63222, -2.56167)
H (2.63861, 1.04142, 1.06665)
H (2.65750, 0.12259, 2.53553)
H (3.13372, -0.68804, 1.09181)

***

It is run x that is the least stable of them.

***

Run w
Formula: C2H10NO5
Source: the Open Molecules 2025 dataset
Level of theory: the ωB97M-V functional and the def2-TZVPD basis

Properties
charge: -1
HOMO-LUMO gap: 0.278 Eh
highest occupied orbital energy: -4.161 eV

Atoms and positions in Å:
O (-0.02486, 0.30032, 2.60795)
C (-0.64495, 0.00124, 1.59322)
N (-0.60824, 0.68292, 0.43475)
C (-1.35440, 0.14389, -0.74031)
O (-0.69943, -0.79552, -1.42323)
H (-1.36310, -0.83092, 1.50714)
H (0.11844, 1.36372, 0.30893)
H (-1.57057, 1.04320, -1.35904)
H (-2.33776, -0.19048, -0.35388)
H (1.16518, -0.18523, -2.72865)
H (1.99804, 0.92061, -3.52921)
O (1.95990, 0.38845, -2.73405)
H (3.00218, 0.97242, 5.27805)
H (3.14670, 1.64029, 3.95364)
O (3.19234, 1.84141, 4.89708)
H (-2.11773, -3.22118, -2.38947)
H (-1.70459, -1.66452, -2.41339)
O (-2.15713, -2.41065, -2.90952)

***

Run x
Formula: C2H10NO5
Source: the Open Molecules 2025 dataset
Level of theory: the ωB97M-V functional and the def2-TZVPD basis

Properties
charge: -1
HOMO-LUMO gap: 0.322 Eh
highest occupied orbital energy: -4.995 eV

Atoms and positions in Å:
C (-2.50566, -0.43976, 0.89499)
N (-1.61174, 0.65623, 0.92401)
C (-0.47369, 0.47369, 0.06834)
O (0.27215, 1.43770, 0.06510)
O (-0.51110, -0.57787, -0.63516)
H (-2.06235, -1.32698, 1.24483)
H (-2.77969, -0.77763, -0.16355)
H (-3.41600, -0.40268, 1.52239)
H (-1.72820, 1.45246, 1.56040)
H (1.68954, 2.28165, 0.89373)
H (2.23339, 3.17043, -0.26495)
O (2.32113, 3.08876, 0.68402)
H (1.97803, -1.32651, -0.03518)
H (2.97801, -0.22375, -0.15200)
O (2.88069, -1.11170, -0.04205)
H (0.19672, -1.46604, -2.69174)
H (0.00396, -2.55050, -1.51261)
O (0.53480, -2.35753, -2.36058)

***

It is run w that is the least stable of them.

***

Run w
Formula: CH2ClO2S
Source: the Open Molecules 2025 dataset
Level of theory: the ωB97M-V functional and the def2-TZVPD basis

Properties
charge: -1
HOMO-LUMO gap (alpha / beta): 0.144 / 0.143 Eh
highest occupied orbital energy (alpha / beta): -3.720 / -3.721 eV

Atoms and positions in Å:
C (-0.17112, -0.47415, 0.27302)
O (-2.37673, 0.66740, 0.79146)
O (-1.54114, 1.15064, -1.45762)
S (-1.22509, 0.81586, -0.07992)
Cl (4.54873, -1.55260, -0.27484)
H (0.63609, -0.53328, -0.44995)
H (0.12925, -0.07387, 1.19785)

***

Run x
Formula: CH2ClO2S
Source: the Open Molecules 2025 dataset
Level of theory: the ωB97M-V functional and the def2-TZVPD basis

Properties
charge: -1
HOMO-LUMO gap (alpha / beta): 0.197 / 0.197 Eh
highest occupied orbital energy (alpha / beta): -3.976 / -3.977 eV

Atoms and positions in Å:
C (-1.14026, 0.37519, -0.05667)
O (0.11329, -1.65946, -1.15035)
O (0.06256, -1.50448, 1.31375)
S (0.04050, -0.82043, 0.03286)
Cl (3.18054, 1.68986, 0.03898)
H (-1.13691, 1.00928, 0.81488)
H (-1.11971, 0.91003, -0.99346)

***

It is run w that is the least stable of them.

***

Run w
Formula: CClF2N
Source: the Open Molecules 2025 dataset
Level of theory: the ωB97M-V functional and the def2-TZVPD basis

Properties
HOMO-LUMO gap (alpha / beta): 0.350 / 0.345 Eh
highest occupied orbital energy (alpha / beta): -9.884 / -9.786 eV

Atoms and positions in Å:
C (-1.11413, 0.54922, -0.11195)
N (1.63702, -0.71144, -0.65590)
F (-1.69181, 1.66063, -0.31122)
F (2.43965, -0.62391, 0.31834)
Cl (-2.32401, -0.60790, 0.07965)

***

Run x
Formula: CClF2N
Source: the Open Molecules 2025 dataset
Level of theory: the ωB97M-V functional and the def2-TZVPD basis

Properties
HOMO-LUMO gap: 0.373 Eh
highest occupied orbital energy: -11.964 eV

Atoms and positions in Å:
C (0.21170, -0.23781, 0.38130)
N (-0.58365, 0.28028, -0.34832)
F (1.71687, -0.06713, -0.72787)
F (-2.00433, 0.55273, -0.10960)
Cl (0.94056, -1.01596, 1.55840)

***

It is run w that is the least stable of them.